Density functional theory data (ωB97M-V/def2-TZVPD) for a 2-piece molecular cluster, C4H11NO2 overall.

```
18
Properties=species:S:1:pos:R:3:forces:R:3
N 1.724926 0.395187 2.234633 0.2190 -0.1049 -0.0065
C 1.299624 -0.395894 1.082075 -0.1433 0.1230 -0.0858
C -0.136373 -0.046732 0.703564 0.1859 -0.0985 0.1878
C -0.601232 -0.837126 -0.518866 0.2932 0.0037 -0.0148
C -2.005756 -0.497353 -0.894020 -0.1446 -0.0027 -0.0418
O -2.361999 -0.123283 -1.986060 0.0685 0.1062 0.0203
H 1.266483 0.063520 3.075198 -0.0023 0.0365 0.0138
H 2.724449 0.287958 2.384972 -0.1855 0.0498 0.0023
H 1.369536 -1.477938 1.248669 0.0338 -0.0779 -0.0277
H 1.950615 -0.153005 0.240234 0.0352 -0.0005 0.0130
H -0.771572 -0.265784 1.569111 -0.1174 0.0795 -0.0726
H -0.186306 1.024624 0.504258 -0.0537 -0.0031 0.0044
H -0.561168 -1.911325 -0.301180 -0.0779 0.0059 0.0370
H 0.063021 -0.644142 -1.363920 -0.1132 -0.0137 -0.0130
H -2.758653 -0.585691 -0.088120 0.0001 -0.0884 0.0743
O -0.040958 1.642929 -2.396318 -0.1849 -0.1479 0.1239
H -0.904993 1.194790 -2.427017 0.2565 0.1355 -0.1929
H -0.069643 2.329263 -3.067212 -0.0694 -0.0024 -0.0217
```
Forces are in eV/Å.

Calculated values
Maximum force = 0.35 eV/Å
Lowest unoccupied orbital energy = 0.98 eV
Structure (SMILES) = NCCCC=O.O
ΔE to the lowest compared entry with this formula, charge and spin = 1.021 eV